Record 1
{
  "formula": "C32H42Br4N5O10Sr",
  "method": "ωB97M-V/def2-TZVPD",
  "elements": ["Sr", "Br", "Br", "Br", "Br", "O", "O", "O", "O", "O", "O", "O", "O", "O", "O", "N", "N", "N", "N", "N", "C", "C", "C", "C", "C", "C", "C", "C", "C", "C", "C", "C", "C", "C", "C", "C", "C", "C", "C", "C", "C", "C", "C", "C", "C", "C", "C", "C", "C", "C", "C", "C", "H", "H", "H", "H", "H", "H", "H", "H", "H", "H", "H", "H", "H", "H", "H", "H", "H", "H", "H", "H", "H", "H", "H", "H", "H", "H", "H", "H", "H", "H", "H", "H", "H", "H", "H", "H", "H", "H", "H", "H", "H", "H"],
  "xyz": [[24.937, 6.864, -11.439], [30.545, 3.607, -9.551], [28.147, 12.467, -8.399], [32.406, 7.948, -9.954], [30.219, 8.319, -7.253], [23.788, 8.783, -9.970], [25.818, 16.233, -13.126], [25.946, 6.132, -9.186], [26.461, 8.735, -12.348], [27.409, 9.342, -16.360], [27.118, 15.200, -11.745], [21.721, 9.281, -10.016], [29.053, 5.227, -12.938], [28.276, 9.442, -18.309], [26.915, 5.829, -12.605], [24.952, 9.140, -14.616], [26.703, 15.404, -12.893], [22.890, 9.607, -10.063], [27.911, 5.633, -13.317], [28.359, 9.395, -17.102], [24.079, 13.634, -10.299], [23.262, 10.966, -10.231], [31.175, 9.378, -14.638], [26.230, 6.153, -16.641], [27.219, 6.010, -17.575], [26.379, 5.973, -15.249], [22.357, 11.972, -10.117], [28.284, 12.597, -14.851], [32.269, 9.806, -15.402], [28.172, 13.116, -16.162], [27.734, 9.243, -12.027], [29.726, 9.431, -16.537], [27.700, 5.705, -14.750], [32.154, 6.071, -9.417], [32.142, 10.021, -16.785], [27.632, 14.413, -16.346], [28.885, 8.243, -11.763], [28.731, 5.648, -15.726], [24.616, 11.301, -10.459], [28.498, 5.694, -17.085], [27.019, 6.467, -8.403], [30.997, 5.495, -10.139], [29.509, 9.928, -8.202], [22.716, 13.318, -10.180], [27.164, 15.118, -15.307], [24.994, 12.608, -10.378], [30.844, 9.868, -17.304], [29.941, 9.143, -15.231], [27.875, 13.390, -13.816], [29.089, 11.024, -7.258], [27.268, 14.627, -14.030], [26.624, 7.419, -7.248], [30.761, 10.017, -18.370], [27.537, 14.852, -17.328], [21.961, 14.079, -10.054], [31.267, 9.286, -13.566], [27.885, 13.030, -12.798], [28.563, 12.497, -16.956], [31.251, 5.467, -11.199], [25.935, 6.848, -6.627], [27.492, 7.791, -6.703], [25.260, 8.989, -15.566], [29.143, 8.827, -14.577], [30.117, 6.138, -10.165], [29.213, 7.778, -12.692], [26.046, 12.809, -10.517], [27.721, 7.169, -8.853], [28.650, 7.366, -11.159], [29.329, 5.513, -17.751], [28.395, 10.665, -6.497], [30.309, 10.330, -8.823], [21.293, 11.788, -10.081], [24.369, 14.673, -10.344], [29.770, 8.737, -11.362], [29.938, 11.487, -6.755], [26.913, 16.149, -15.504], [25.707, 8.960, -13.970], [28.639, 9.666, -8.804], [32.960, 10.217, -17.462], [24.174, 8.577, -14.306], [28.822, 11.674, -14.692], [27.613, 5.625, -8.050], [27.616, 9.835, -11.120], [33.205, 9.905, -14.873], [25.383, 10.559, -10.627], [25.568, 6.175, -14.565], [32.031, 6.000, -8.336], [24.741, 10.126, -14.557], [26.047, 8.245, -7.663], [26.957, 6.002, -18.623], [28.114, 9.884, -12.823], [25.210, 6.342, -16.941], [33.093, 5.549, -9.605], [29.744, 5.543, -15.367]],
  "molar_mass_g_mol": 1063.949,
  "e_tot_ha": -12596.8812,
  "total_charge": 1,
  "gap_ev": 4.901,
  "multiplicity": 1
}

---

Record 2
{
  "formula": "C32H42F4N3O9",
  "method": "ωB97M-V/def2-TZVPD",
  "elements": ["F", "F", "F", "F", "O", "O", "O", "O", "O", "O", "O", "O", "O", "N", "N", "N", "C", "C", "C", "C", "C", "C", "C", "C", "C", "C", "C", "C", "C", "C", "C", "C", "C", "C", "C", "C", "C", "C", "C", "C", "C", "C", "C", "C", "C", "C", "C", "C", "H", "H", "H", "H", "H", "H", "H", "H", "H", "H", "H", "H", "H", "H", "H", "H", "H", "H", "H", "H", "H", "H", "H", "H", "H", "H", "H", "H", "H", "H", "H", "H", "H", "H", "H", "H", "H", "H", "H", "H", "H", "H"],
  "xyz": [[-1.918, -3.146, 2.671], [-3.937, 2.283, 0.280], [-0.845, -4.483, 1.334], [0.105, -2.690, 2.112], [5.063, -1.565, -1.349], [-1.234, 1.567, 1.809], [4.006, 1.654, -1.137], [4.737, -0.925, 4.147], [-8.377, 3.034, -2.412], [-3.340, 1.477, -1.643], [-1.502, -2.555, 0.576], [3.465, 0.732, -3.068], [-0.195, -1.445, -4.019], [-1.744, 2.404, -0.301], [-0.231, -0.637, -0.015], [4.054, -2.845, 0.275], [-1.055, 1.575, 0.647], [1.743, 5.461, -0.381], [2.046, 0.379, -1.162], [5.046, -1.792, 6.324], [-1.042, -3.233, 1.682], [-2.526, -1.038, -4.084], [3.618, -0.518, 4.937], [1.439, 3.448, -1.676], [0.656, -1.464, -0.578], [-3.061, 1.997, -0.638], [-8.442, 1.663, -0.490], [1.443, 3.355, 0.736], [-0.018, 0.696, 0.010], [-9.234, 2.656, -1.333], [-1.462, -1.171, 0.645], [3.277, 0.990, -1.775], [2.786, -1.994, -1.715], [-7.048, 2.589, -2.161], [-1.159, -0.392, -3.906], [3.566, -1.465, 6.129], [5.435, -3.125, 0.722], [3.348, -2.174, 1.380], [4.080, -2.079, -0.899], [-0.859, -2.716, -4.000], [-2.281, -2.440, -3.532], [5.541, -1.853, 4.887], [1.133, 1.247, -0.542], [1.819, -0.993, -1.166], [1.332, 2.708, -0.498], [-7.012, 2.157, -0.700], [1.650, 4.730, 0.795], [1.645, 4.817, -1.609], [0.441, -2.510, -0.565], [-2.320, -2.429, -2.444], [-10.152, 2.233, -1.740], [-2.320, -0.762, 0.130], [-2.791, -1.104, -5.140], [1.362, 2.968, -2.636], [5.223, -2.717, 6.868], [2.326, -2.969, -1.790], [-2.996, -3.179, -3.885], [-8.553, 0.653, -0.891], [3.108, -1.711, -2.699], [-0.942, 0.375, -4.648], [-0.843, -3.139, -5.008], [5.941, -2.219, 1.023], [-1.070, 0.062, -2.907], [3.772, 0.517, 5.258], [2.628, 0.566, -3.523], [1.749, 5.191, 1.758], [5.360, -3.753, 1.598], [-6.253, 1.401, -0.506], [-1.474, -0.835, 1.671], [-3.314, -0.493, -3.569], [1.731, 5.403, -2.505], [-8.756, 1.651, 0.552], [-1.718, 3.373, 0.009], [1.407, 2.779, 1.643], [2.371, -1.817, 1.104], [2.715, -0.558, 4.323], [5.404, -2.854, 4.462], [3.013, -2.371, 5.872], [-0.315, -3.394, -3.339], [-9.490, 3.550, -0.757], [5.985, -3.628, -0.054], [-6.813, 3.016, -0.055], [-6.826, 1.748, -2.827], [1.895, 6.524, -0.334], [6.589, -1.574, 4.782], [3.096, -1.017, 7.002], [3.935, -1.376, 1.819], [5.542, -0.981, 6.861], [-6.353, 3.399, -2.386], [3.197, -2.903, 2.164]],
  "molar_mass_g_mol": 688.692,
  "e_tot_ha": -2485.1943,
  "total_charge": 1,
  "gap_ev": 6.495,
  "multiplicity": 1
}

---

Record 3
{
  "formula": "C32H42F5N5O7SSi3TeTi",
  "method": "ωB97M-V/def2-TZVPD",
  "elements": ["Te", "Ti", "S", "Si", "Si", "Si", "F", "F", "F", "F", "F", "O", "O", "O", "O", "O", "O", "O", "N", "N", "N", "N", "N", "C", "C", "C", "C", "C", "C", "C", "C", "C", "C", "C", "C", "C", "C", "C", "C", "C", "C", "C", "C", "C", "C", "C", "C", "C", "C", "C", "C", "C", "C", "C", "C", "H", "H", "H", "H", "H", "H", "H", "H", "H", "H", "H", "H", "H", "H", "H", "H", "H", "H", "H", "H", "H", "H", "H", "H", "H", "H", "H", "H", "H", "H", "H", "H", "H", "H", "H", "H", "H", "H", "H", "H", "H", "H"],
  "xyz": [[-0.618, 2.043, 2.026], [0.166, 0.231, -0.435], [0.038, -3.775, -2.297], [0.035, 4.227, 4.520], [-3.973, 1.636, 1.708], [1.009, -0.260, -3.574], [-1.298, -6.409, -1.749], [-1.500, -1.728, -0.761], [-3.413, -6.838, -0.146], [-4.594, -4.763, 1.205], [-3.575, -2.239, 0.936], [1.428, 1.488, -0.067], [6.593, -2.521, 2.499], [1.712, -3.930, 2.441], [3.457, 2.363, -0.283], [7.115, -0.574, 1.640], [0.329, -2.385, 1.486], [1.322, -1.028, -0.281], [6.274, -1.462, 1.912], [-0.543, -0.279, 1.312], [1.652, -2.901, 1.742], [-0.159, 0.033, -2.342], [-1.009, 1.957, -1.496], [-1.002, 4.090, 2.964], [-1.925, -3.026, -0.575], [3.979, -2.255, 1.838], [0.434, -0.933, 3.461], [-1.732, 3.070, -1.631], [-0.714, 3.135, 5.900], [2.742, 1.404, -0.034], [-1.824, -5.356, -1.088], [-2.992, -3.254, 0.266], [-3.646, 0.719, 0.077], [2.389, -1.013, 0.463], [-1.412, 4.205, -0.709], [-5.564, 0.928, 2.533], [-2.520, 1.362, 2.890], [0.093, 6.036, 5.173], [-2.041, 1.076, -3.487], [-2.906, -5.588, -0.271], [-1.268, -4.062, -1.286], [2.683, -2.098, 1.354], [-4.391, 3.484, 1.370], [0.431, -1.415, -4.990], [-2.869, 2.168, -3.539], [-3.505, -4.539, 0.424], [-2.694, 3.205, -2.623], [0.040, -1.127, 2.014], [2.641, -0.948, -2.888], [1.408, 1.482, -4.314], [3.283, 0.096, 0.440], [4.562, -0.064, 0.934], [1.838, 3.713, 4.189], [4.950, -1.277, 1.536], [-1.082, 0.996, -2.451], [2.160, 1.447, -5.097], [-0.901, 6.419, 5.381], [0.516, 1.949, -4.727], [-2.059, 4.200, 3.179], [-2.663, 1.804, 3.871], [2.315, 4.398, 3.496], [-3.626, 2.252, -4.310], [-4.142, 3.761, 0.352], [-1.687, 3.497, 6.215], [1.781, 2.126, -3.520], [-0.731, 4.863, 2.252], [4.244, -3.088, 2.468], [-1.823, 5.135, -1.095], [-0.841, 2.121, 5.535], [2.463, -1.877, -2.359], [0.550, 6.689, 4.436], [0.675, 6.108, 6.087], [0.446, -1.885, 3.986], [2.448, 3.680, 5.086], [-3.854, 4.150, 2.035], [-1.813, 4.020, 0.288], [1.250, -1.561, -5.687], [-2.614, 0.358, 0.065], [5.270, 0.751, 0.888], [-6.416, 0.996, 1.861], [-2.095, 0.270, -4.203], [-3.795, 1.345, -0.796], [-5.439, -0.116, 2.799], [-0.269, -0.240, 3.923], [3.114, -0.248, -2.203], [-0.079, 3.101, 6.779], [-0.330, 4.297, -0.609], [-3.288, 4.105, -2.702], [-4.294, -0.144, -0.024], [-5.453, 3.669, 1.507], [-2.403, 0.288, 3.013], [1.433, -0.494, 3.498], [0.164, -2.385, -4.585], [3.343, -1.152, -3.689], [1.860, 2.729, 3.728], [-5.817, 1.472, 3.440], [-0.418, -1.032, -5.548]],
  "molar_mass_g_mol": 995.498,
  "e_tot_ha": -4928.5630,
  "total_charge": -2,
  "gap_ev": [4.366, 4.328],
  "multiplicity": 1
}

---

Record 4
{
  "formula": "C32H42FN5O8TeTl",
  "method": "ωB97M-V/def2-TZVPD",
  "elements": ["Tl", "Te", "F", "O", "O", "O", "O", "O", "O", "O", "O", "N", "N", "N", "N", "N", "C", "C", "C", "C", "C", "C", "C", "C", "C", "C", "C", "C", "C", "C", "C", "C", "C", "C", "C", "C", "C", "C", "C", "C", "C", "C", "C", "C", "C", "C", "C", "C", "H", "H", "H", "H", "H", "H", "H", "H", "H", "H", "H", "H", "H", "H", "H", "H", "H", "H", "H", "H", "H", "H", "H", "H", "H", "H", "H", "H", "H", "H", "H", "H", "H", "H", "H", "H", "H", "H", "H", "H", "H", "H"],
  "xyz": [[-0.015, 0.821, 0.491], [-3.899, 2.388, -1.447], [-3.593, -1.574, -3.744], [-1.348, -1.386, 0.242], [-2.521, -1.339, 2.164], [2.476, 2.355, 0.692], [2.662, -2.934, 1.942], [-0.142, 1.259, -2.151], [-1.681, -5.368, -0.478], [-2.069, -3.732, -4.704], [1.883, -1.108, 0.786], [2.078, 4.115, 2.062], [-1.963, 2.215, -1.301], [-2.848, -3.412, -0.742], [-1.938, -4.529, -2.572], [0.523, -2.790, -1.049], [-5.910, 4.471, -0.634], [-5.739, -0.251, -0.601], [-6.443, 5.721, -0.363], [-4.815, -0.455, 1.688], [-2.198, -1.824, 1.082], [-3.766, 5.526, -1.089], [-3.951, -0.905, 4.005], [-2.346, -3.604, -3.533], [-4.544, 4.376, -0.969], [2.118, 3.516, 0.841], [-2.883, -3.148, 0.694], [1.192, -3.449, -0.067], [-4.136, 1.481, 0.447], [-4.866, 0.285, 0.513], [-2.318, 5.523, -1.505], [1.656, 4.298, -0.364], [-1.214, 1.838, -2.364], [-3.281, -2.442, -1.611], [2.455, 3.351, 3.243], [-6.292, 8.222, -0.145], [-2.121, -4.500, -1.201], [1.539, 5.450, 2.282], [-4.351, 6.760, -0.809], [-3.394, 1.164, 2.696], [-3.407, 1.948, 1.551], [-3.101, -2.525, -2.930], [2.108, -2.236, 1.144], [-5.676, 6.880, -0.436], [-6.820, 3.269, -0.550], [-1.608, 2.080, -3.812], [-4.066, -0.048, 2.779], [-2.666, 3.264, 1.612], [0.687, 3.888, -0.665], [-3.907, -3.142, 1.065], [-1.692, 5.862, -0.678], [-7.850, 3.582, -0.391], [-2.506, 2.687, -3.925], [-1.641, 3.101, 1.950], [1.657, 5.695, 3.334], [-5.529, 8.990, -0.025], [-5.516, 0.183, -1.574], [-6.796, 2.679, -1.471], [2.355, 4.098, -1.173], [2.737, 2.351, 2.933], [-0.285, -2.239, -0.743], [1.081, -2.333, -1.755], [2.075, 6.206, 1.708], [-2.812, 1.505, 3.547], [-2.622, 3.776, 0.658], [-7.492, 5.792, -0.094], [-5.632, -1.333, -0.685], [-3.737, 7.651, -0.900], [-2.166, 6.221, -2.330], [-3.019, -1.472, 3.947], [-1.387, -5.304, -2.910], [-6.953, 8.525, -0.960], [-6.535, 2.617, 0.278], [2.047, -4.034, -0.386], [-3.153, 3.922, 2.336], [-1.967, 4.543, -1.810], [-2.342, -3.963, 1.168], [1.617, 3.287, 3.940], [0.549, -3.946, 0.652], [-3.933, -0.297, 4.910], [-0.777, 2.579, -4.309], [0.476, 5.509, 2.035], [-6.893, 8.183, 0.764], [-4.775, -1.614, 4.073], [-5.354, -1.396, 1.734], [-3.790, -1.593, -1.172], [-1.760, 1.123, -4.312], [1.568, 5.370, -0.211], [3.300, 3.824, 3.748], [-6.791, -0.051, -0.384]],
  "molar_mass_g_mol": 975.696,
  "e_tot_ha": -2660.6369,
  "gap_ev": [7.744, 7.643],
  "multiplicity": 2
}

---

Record 5
{
  "formula": "C32H42N4O7",
  "method": "ωB97M-V/def2-TZVPD",
  "elements": ["O", "O", "O", "O", "O", "O", "O", "N", "N", "N", "N", "C", "C", "C", "C", "C", "C", "C", "C", "C", "C", "C", "C", "C", "C", "C", "C", "C", "C", "C", "C", "C", "C", "C", "C", "C", "C", "C", "C", "C", "C", "C", "C", "H", "H", "H", "H", "H", "H", "H", "H", "H", "H", "H", "H", "H", "H", "H", "H", "H", "H", "H", "H", "H", "H", "H", "H", "H", "H", "H", "H", "H", "H", "H", "H", "H", "H", "H", "H", "H", "H", "H", "H", "H", "H"],
  "xyz": [[5.538, -5.409, 1.415], [5.266, -5.055, -1.044], [-0.980, 2.510, 1.314], [0.977, 6.734, 2.092], [3.073, -1.320, 1.331], [-3.306, 2.338, -3.249], [-4.642, -3.641, 1.355], [-1.908, 2.122, -1.255], [-6.101, -2.550, -0.081], [-6.709, -4.235, 1.179], [-1.000, 2.977, -1.757], [-5.929, -0.198, -1.229], [2.452, -2.566, -1.326], [1.059, -1.753, 0.437], [1.116, -2.750, -0.650], [-2.944, 1.906, -2.050], [-5.058, 0.571, -1.778], [-5.639, -3.327, 0.888], [0.085, 4.536, 1.578], [1.136, 1.331, -0.441], [2.167, 3.718, -0.214], [-3.792, 0.730, -1.565], [0.878, 2.948, -0.021], [0.150, 2.996, 1.365], [4.365, -4.180, -1.707], [1.287, 5.449, 1.659], [3.679, -3.478, -0.895], [2.628, -0.974, -0.941], [0.025, 3.413, -1.200], [1.922, 1.389, -1.742], [-6.687, -5.384, 2.117], [1.984, -0.297, -2.261], [1.249, 0.969, 1.961], [3.846, -4.074, 0.526], [1.883, 5.283, 0.411], [2.066, -0.762, 0.310], [-5.355, -1.456, -0.370], [-4.027, -1.428, 0.029], [5.043, -4.976, 0.453], [4.316, -0.870, -0.993], [1.921, 0.555, 0.643], [1.100, 2.297, 2.411], [-3.195, -0.254, -0.779], [-5.508, 1.181, -2.530], [-7.029, -0.351, -1.585], [0.297, -2.814, -1.314], [2.770, 3.711, -1.206], [0.940, -0.675, -1.890], [-0.475, 4.411, 2.562], [0.223, 0.363, 1.842], [0.600, 2.507, 3.703], [2.412, -0.403, -3.047], [2.858, 3.365, 0.518], [1.870, 4.983, 2.383], [1.902, 2.732, 2.514], [-7.164, -2.309, -0.168], [-3.470, -2.108, 0.591], [1.370, 1.614, -2.541], [2.364, -2.782, -2.259], [-1.676, 1.791, -0.492], [-7.007, -6.351, 1.677], [-1.901, -0.189, -0.620], [0.471, 7.231, 0.993], [3.378, -3.809, 1.271], [4.684, -1.352, -0.251], [4.068, -4.827, -2.199], [0.154, -1.250, 0.234], [-0.640, 5.092, 0.804], [-7.196, -5.192, 2.758], [-7.674, -4.157, 0.751], [0.197, 0.819, -0.464], [0.634, 4.390, -1.883], [5.082, -3.360, -2.288], [4.338, 0.205, -0.879], [0.871, -2.166, 1.509], [2.908, 1.497, -1.711], [-1.398, 2.457, 2.154], [4.521, -1.107, -2.147], [-5.666, -5.528, 2.494], [0.968, -3.736, 0.015], [2.998, 1.256, 0.866], [1.844, 0.403, 2.814], [3.702, -0.866, 1.492], [1.467, 5.544, -0.530], [2.975, 5.942, 0.131]],
  "molar_mass_g_mol": 594.709,
  "e_tot_ha": -1989.1962,
  "de_lowest_kj_mol": 3043.9,
  "gap_ev": 8.779,
  "multiplicity": 1
}